[1]
Computed, not measured: C8H15NO in the gas phase in a non-equilibrium geometry, with the ωB97M-V functional and the def2-TZVPD basis.

Output
orbital gap = 9.155 eV
2S+1 = 1

The geometry in XYZ format:
```
25
C8H15NO (the ωB97M-V functional and the def2-TZVPD basis)
C 0.06641 -0.38170 -0.47010
C -0.32536 0.56851 0.57824
C -1.00564 -1.31809 -0.99271
C 0.71760 1.53150 1.12099
C 0.23772 0.97259 -1.67862
N 1.34800 -0.96410 -0.33303
C -0.73776 -0.47162 1.97310
C -0.73448 1.61854 -2.31105
C -0.28230 -1.64298 2.38528
O 1.53925 1.14311 -2.02824
H 2.04494 0.46340 -1.54524
H -1.28208 1.03784 0.36639
H 1.43512 -1.87026 -0.77303
H 1.71841 -0.95556 0.60635
H -1.44700 0.05452 2.60965
H -0.72157 -1.68556 -1.97864
H -1.95719 -0.80227 -1.07528
H -1.13060 -2.16240 -0.31687
H 1.01565 2.25557 0.36489
H 0.30409 2.08438 1.96211
H 1.59866 0.99804 1.47423
H -0.51651 2.30768 -3.11418
H -1.76171 1.52658 -2.00201
H -0.53462 -2.05217 3.35768
H 0.41096 -2.25555 1.82010
```

---

[2]
Computed, not measured: a molecular structure, C15H12IN2O2Sn, with the ωB97M-V functional and the def2-TZVPD basis.

Output
net charge = +1
orbital gap = 8.017 eV
2S+1 = 1

The geometry in XYZ format:
```
33
C15H12IN2O2Sn (the ωB97M-V functional and the def2-TZVPD basis)
Sn -0.05424 1.01210 -2.96547
O -1.57307 -0.63264 -0.28605
C -2.86362 -0.44964 0.11883
C -3.98475 -0.64911 -0.67023
C -5.18998 -0.40284 -0.04596
C -5.27237 0.02287 1.29685
C -4.14237 0.20926 2.05593
C -2.91050 -0.03584 1.43674
C -1.55042 0.02039 1.83606
N -0.80335 -0.31086 0.82125
N 0.53950 -0.48443 0.83841
C 1.20523 -0.42403 -0.29141
O 0.71517 -0.18274 -1.44780
C 2.67317 -0.63424 -0.18565
C 3.40090 -0.87390 -1.34716
C 4.76995 -1.07756 -1.27747
C 5.41541 -1.02937 -0.04955
C 4.69137 -0.78501 1.11095
C 3.32145 -0.59444 1.04670
H -3.91813 -0.98418 -1.69602
H -6.10463 -0.54732 -0.60613
H -6.24555 0.19850 1.73369
H -4.19892 0.53044 3.08736
H -1.07950 0.26372 2.77614
H 2.89070 -0.91967 -2.29917
H 5.33238 -1.27691 -2.17992
H 6.48535 -1.18476 0.00448
H 5.19598 -0.74648 2.06734
H 2.75020 -0.41266 1.94682
I -1.65586 2.96776 -1.43528
C 0.46995 2.85379 -1.93961
H 0.99180 2.78572 -0.99046
H 0.69876 3.77406 -2.46419
```

---

[3]
Computed, not measured: a molecular structure, C38H54N14O5S2Sr in a non-equilibrium geometry, with the ωB97M-V functional and the def2-TZVPD basis.

Output
orbital gap = 7.498 eV
2S+1 = 1

The geometry in XYZ format:
```
114
C38H54N14O5S2Sr (the ωB97M-V functional and the def2-TZVPD basis)
Sr -0.02376 -0.87836 1.03284
O -1.28891 4.71990 3.81834
C -0.91730 3.51983 3.30719
C -1.08326 2.32744 4.01028
C -0.69933 1.15901 3.38819
N -0.19553 1.17222 2.15545
C 0.01505 2.31560 1.50017
C -0.32897 3.53171 2.04210
C 0.74963 2.11585 0.16241
O 1.40603 3.06062 -0.29335
O 0.66662 0.93391 -0.31813
C -0.80874 -0.24759 4.04114
O -1.14523 -0.28194 5.21558
O -0.53885 -1.21147 3.23132
H -1.70355 4.58822 4.67916
H -1.49758 2.28843 5.01158
H -0.15302 4.45822 1.51075
N -2.31960 -2.98422 -2.73265
C -2.02764 -1.82602 -2.13794
N -1.24817 -2.05511 -1.09406
C -1.11654 -3.42586 -1.11069
N -1.74870 -4.02962 -2.08819
C -0.34932 -4.18015 -0.08049
C -0.29287 -5.56213 -0.09093
N 0.38048 -6.24521 0.83643
C 0.99725 -5.52279 1.76844
C 0.95249 -4.13738 1.78377
N 0.27155 -3.45813 0.85736
H -2.89994 -3.14620 -3.53821
H -2.38712 -0.84692 -2.45886
H -0.80709 -6.12321 -0.86102
H 1.54967 -6.06252 2.53051
H 1.46847 -3.54889 2.53213
N 1.91374 -1.62445 -1.03768
C 3.14127 -2.21137 -0.66809
C 4.17546 -1.43537 -0.14247
C 5.33577 -2.03702 0.32143
C 5.49886 -3.41904 0.25630
C 4.48153 -4.18840 -0.29663
C 3.31274 -3.59213 -0.75551
H 1.40285 -2.11692 -1.75274
H 1.91184 -0.61681 -1.16233
H 4.05506 -0.35779 -0.08846
H 6.12288 -1.41766 0.73799
H 6.40792 -3.88516 0.61649
H 4.59320 -5.26496 -0.37193
H 2.51993 -4.20410 -1.17842
C 0.05067 6.57366 -3.35015
C -1.16690 5.76689 -3.80199
C -1.94615 5.13468 -2.65097
C -1.10719 4.24526 -1.74247
N -0.38079 3.19857 -2.46625
C -0.89910 1.99358 -2.73765
S -2.52532 1.62418 -2.39943
N -0.05376 1.10215 -3.28557
C 1.33964 1.35512 -3.64221
C 1.53781 2.20417 -4.89480
C 1.16453 1.52461 -6.21095
C -0.33580 1.30483 -6.43075
H 0.49260 7.12506 -4.18238
H 0.83558 5.93422 -2.93466
H -0.22243 7.30112 -2.57879
H -0.84859 4.97867 -4.49006
H -1.84258 6.41565 -4.36445
H -2.76563 4.53472 -3.05275
H -2.38897 5.92156 -2.02914
H -1.74538 3.77616 -0.99564
H -0.34624 4.82472 -1.22296
H 0.62000 3.22757 -2.34470
H -0.46908 0.21813 -3.51299
H 1.80877 0.37823 -3.77639
H 1.84289 1.81538 -2.78916
H 2.59514 2.48499 -4.92921
H 0.96260 3.13073 -4.78892
H 1.69311 0.56725 -6.28130
H 1.54547 2.14575 -7.02428
H -0.73702 0.49023 -5.82431
H -0.54191 1.06120 -7.47478
H -0.90744 2.20245 -6.17603
C 5.20966 -3.11294 4.69911
C 3.74007 -2.71720 4.87069
C 3.36035 -1.56228 3.99992
N 2.63629 -1.65453 2.94477
N 2.42528 -0.45239 2.28579
C 3.06764 0.52756 2.85414
N 3.17580 1.78919 2.34973
S 3.92158 0.05710 4.28031
H 5.44314 -3.98754 5.30772
H 5.87792 -2.30411 5.00384
H 5.41993 -3.35089 3.65380
H 3.53265 -2.46770 5.91219
H 3.08716 -3.54500 4.59625
H 2.66671 2.04650 1.51615
H 3.42218 2.54148 2.96583
C -3.64528 0.19488 2.24705
C -5.12328 0.03746 2.70209
N -5.71993 -1.15059 2.08002
C -4.93773 -2.33211 2.47149
C -3.45765 -2.18564 2.00552
N -3.27020 -0.89164 1.32051
C -4.17747 -0.84041 0.16325
C -5.65582 -0.98964 0.62675
H -2.98770 0.15023 3.10765
H -3.47635 1.14520 1.73397
H -5.72134 0.90719 2.42432
H -5.18513 -0.07899 3.78530
H -5.40963 -3.21492 2.03728
H -4.99358 -2.42558 3.55674
H -3.18269 -2.97758 1.30090
H -2.76099 -2.22811 2.84495
H -3.91202 -1.66084 -0.50448
H -4.00405 0.09843 -0.36719
H -6.12722 -1.86018 0.16614
H -6.24609 -0.11195 0.35499
```

---

[4]
Computed, not measured: C19H20FN3O4S in the gas phase in a non-equilibrium geometry, with the ωB97M-V functional and the def2-TZVPD basis.

Output
orbital gap = 8.297 eV
2S+1 = 1

The geometry in XYZ format:
```
48
C19H20FN3O4S (the ωB97M-V functional and the def2-TZVPD basis)
O 2.99395 4.16546 -2.29481
O 4.91307 3.74095 -0.84277
F 0.32171 -0.78292 1.96410
N -2.59258 1.31679 2.08477
N -4.41277 -0.15169 2.45346
O -4.75485 -4.43873 0.67092
O -2.20338 -4.10024 -0.82503
C -3.79365 1.00001 2.62865
C -0.71548 1.93025 -0.19922
C 0.50898 2.43638 -0.67539
C 1.64812 0.72273 0.69159
C 0.40450 0.20284 1.15416
C -4.01137 -3.28172 0.71642
C -2.78636 -3.10325 0.02610
C -0.76966 0.86505 0.73051
C 1.72721 1.76500 -0.22339
C -4.56826 -2.27520 1.54619
C -2.03296 0.38638 1.30771
C -2.12979 -1.81484 0.12402
C -3.90759 -1.11265 1.69153
C -2.67656 -0.88072 1.01658
N 2.98972 2.16856 -0.58414
C -5.19075 -4.52475 -0.72024
C -2.16478 -5.53835 -0.40840
C 2.99877 7.05533 1.62661
C 3.71050 5.86143 0.86414
C 2.60479 4.90005 0.27436
S 3.41843 3.72446 -0.95186
H -4.26625 1.69910 3.32016
H -1.54827 2.53710 -0.52910
H 0.52439 3.25256 -1.31705
H 2.56157 0.42809 1.07825
H -5.59844 -2.45887 2.01053
H -1.26580 -1.62662 -0.37289
H 3.69276 1.43793 -0.72403
H -5.13312 -5.52370 -1.07276
H -6.23612 -4.44400 -0.56114
H -4.79764 -3.82480 -1.49452
H -1.16080 -5.80907 -0.67910
H -2.85473 -6.08750 -1.13462
H -2.36254 -5.67908 0.67196
H 2.57359 7.76710 0.90941
H 3.71136 7.45661 2.31824
H 2.28369 6.65593 2.28199
H 4.55999 5.35742 1.34223
H 4.19681 6.19383 -0.08417
H 1.82740 5.43203 -0.32849
H 2.14768 4.36362 1.11312
```